DFT (ωB97M-V with the def2-TZVPD basis set) results for a molecular structure, C21H36N5O4V.

The geometry in XYZ format:
```
67
Properties=species:S:1:pos:R:3:forces:R:3:mulliken_charge:R:1
O 1.330 -2.441 -1.165 2.93 2.28 6.25 -0.561
V 1.846 -1.872 0.337 -7.25 -3.90 -2.63 1.342
O 3.922 -4.281 0.991 1.40 -1.54 0.80 -0.153
C 3.703 -3.381 1.646 -2.76 2.96 -1.45 0.799
O 0.116 -2.545 1.752 3.73 1.26 -3.08 -0.327
O 3.167 -2.313 1.902 2.43 -2.66 0.85 -0.446
H -3.081 1.159 5.489 0.00 0.00 0.00 0.006
C -3.021 1.281 -1.601 3.25 -0.61 0.80 -1.431
C -1.533 1.745 -1.903 -1.02 0.61 -0.56 -0.382
C -0.565 0.881 -1.067 -1.04 0.46 0.48 0.593
C -0.656 1.462 0.298 0.42 -0.69 0.62 -0.068
N -0.622 1.930 1.353 -0.10 -0.27 -0.70 -0.604
H -3.267 1.417 -0.578 0.00 0.26 1.18 0.369
H -3.032 0.224 -1.755 -0.07 -0.99 -0.18 0.246
H -3.819 1.652 -2.121 -1.55 1.51 -1.84 0.483
H -1.386 2.831 -1.667 -0.16 -0.87 -0.36 0.333
H -1.306 1.565 -2.965 -0.13 0.21 0.27 0.365
H 0.511 0.978 -1.346 -0.92 -0.43 -0.13 0.188
H -1.028 -0.146 -1.186 1.35 0.92 0.75 -0.152
C -3.352 -3.335 -2.983 -0.64 0.73 -0.46 -1.116
C -3.305 -2.290 -4.105 -0.47 -0.79 0.46 -0.282
C -1.900 -2.307 -4.706 0.88 0.35 0.18 -0.370
C -0.930 -1.868 -3.660 -1.96 -0.79 -2.19 0.165
N -0.250 -1.480 -2.845 1.23 0.97 1.17 -0.330
H -2.598 -3.026 -2.297 0.49 0.01 0.97 0.258
H -3.075 -4.328 -3.328 -0.43 -0.15 -0.01 0.372
H -4.331 -3.257 -2.491 0.31 -0.58 -0.06 0.307
H -3.571 -1.334 -3.632 0.34 0.02 -0.45 0.171
H -4.083 -2.504 -4.848 0.39 0.08 -0.10 0.323
H -1.810 -1.536 -5.510 0.09 -1.10 0.19 0.283
H -1.566 -3.363 -4.962 -0.62 1.40 -0.31 0.275
C -2.804 -1.463 2.022 0.16 -1.27 -0.54 -0.855
C -3.701 -2.741 2.136 0.87 1.51 0.12 -0.277
C -4.359 -2.763 3.478 0.23 0.12 1.24 -0.606
C -3.503 -2.798 4.677 -1.13 0.06 -2.40 0.215
N -2.904 -2.741 5.632 1.44 -0.01 2.07 -0.439
H -2.176 -1.518 1.123 -0.17 0.09 0.06 -0.146
H -2.128 -1.404 2.863 0.25 -0.13 0.31 0.406
H -3.345 -0.535 2.014 -0.56 0.33 -0.13 0.488
H -3.098 -3.637 2.043 0.04 -0.13 -0.49 0.286
H -4.536 -2.696 1.434 0.38 -0.27 -0.34 0.253
H -5.000 -3.609 3.564 -0.81 -0.61 0.04 0.370
H -4.928 -1.860 3.608 -0.64 0.38 0.00 0.289
C 4.695 2.997 -2.759 0.76 -0.38 -1.49 -1.093
C 3.312 3.192 -3.342 0.90 0.76 1.24 -0.419
C 2.388 3.797 -2.307 -1.23 -0.52 0.39 -0.529
C 2.418 3.067 -1.018 -0.30 -0.10 -0.90 0.176
N 2.512 2.474 -0.042 0.00 0.01 0.10 -0.316
H 5.167 2.162 -3.265 0.04 -0.56 0.48 0.312
H 4.666 2.920 -1.716 0.18 -0.75 1.56 0.275
H 5.421 3.767 -2.959 -0.15 0.92 -0.22 0.352
H 2.930 2.280 -3.693 -0.56 -1.10 -0.73 0.381
H 3.460 3.912 -4.103 -0.56 0.50 -1.24 0.295
H 1.328 3.900 -2.674 1.08 0.08 0.53 0.230
H 2.819 4.728 -2.028 -0.11 1.29 0.00 0.345
C 4.372 2.250 4.953 -0.76 -0.12 -2.28 -1.154
C 3.509 1.237 4.113 -1.60 -0.23 1.78 -0.292
C 2.888 1.785 2.855 -0.48 -1.48 -1.74 -0.554
C 2.276 0.652 2.097 0.84 -0.63 -1.82 0.369
N 1.955 -0.173 1.343 0.16 2.14 1.30 -0.327
H 4.294 2.214 6.012 -0.31 -0.61 0.82 0.349
H 4.103 3.300 4.679 0.57 -0.81 -0.05 0.330
H 5.357 1.931 4.646 0.70 0.91 0.24 0.309
H 2.542 0.990 4.635 1.34 -0.43 0.32 0.326
H 4.060 0.298 3.855 -0.35 0.80 0.54 0.262
H 3.543 2.263 2.122 -0.15 0.11 0.11 0.438
H 1.957 2.307 2.956 -0.20 1.47 0.67 0.293
```
Forces are in eV/Å.

## Properties
**F_max**: 0.1680 Eh/bohr
**HOMO-LUMO gap (alpha / beta)**: 5.75 / 6.46 eV
**Expectation value of S²**: 0.75
**Net charge**: +1
**Multiplicity**: 2
**E_HOMO (alpha / beta)**: -12.3 / -13.0 eV

=====

DFT (ωB97M-V with the def2-TZVPD basis set) results for 3 unconnected molecules or ions with the total composition C21H36NO12PS3.

The geometry in XYZ format:
```
74
Properties=species:S:1:pos:R:3:forces:R:3:mulliken_charge:R:1
C -0.339 -2.141 -3.059 0.28 0.07 0.37 -0.895
C 0.326 -3.395 -2.577 -0.15 0.01 0.00 0.633
O 0.354 -4.403 -3.212 0.29 -0.42 -0.37 -0.478
O 0.918 -3.348 -1.352 -0.35 -0.19 0.32 -0.347
C 0.051 -2.872 -0.308 0.33 0.20 -0.10 -0.504
C 0.559 -3.327 1.038 -0.33 0.80 0.13 -1.151
C -0.418 -2.828 2.136 0.91 -0.42 -0.73 -0.285
C 0.004 -1.436 2.581 0.00 -0.27 0.87 -1.188
C -0.958 -0.633 3.476 -0.01 0.16 -1.53 1.814
P -2.584 -1.407 4.127 -0.53 0.26 0.69 0.050
C -2.088 -3.110 4.629 -0.02 0.02 -0.67 -1.029
O -3.560 -1.631 2.830 0.32 -0.27 -0.09 -0.454
O -0.424 -0.105 4.711 -0.12 -0.34 0.33 -0.521
C -1.221 0.976 5.019 -0.02 -0.68 -1.16 0.385
O -1.205 1.548 6.031 -0.04 0.71 1.50 -0.493
O -2.000 1.301 3.935 0.40 0.20 -0.29 -0.449
C -1.236 0.736 2.831 -0.31 0.81 0.49 0.244
S -2.101 0.697 1.236 -0.18 -0.40 -0.18 -0.185
C -0.037 1.708 2.698 0.18 -0.21 -0.20 0.687
C -0.322 3.074 2.739 0.65 -0.37 -0.17 -0.715
C 0.729 3.980 2.643 -0.23 -0.04 0.11 -0.406
N 2.015 3.641 2.512 -0.31 -0.38 -0.05 -0.545
C 2.264 2.335 2.455 -0.17 -0.10 0.04 -0.744
C 1.297 1.335 2.549 -0.29 0.59 -0.01 -0.215
H -0.537 -2.235 -4.115 -0.11 0.04 -0.17 0.279
H 0.305 -1.292 -2.847 0.01 0.17 -0.08 0.369
H -1.261 -1.997 -2.506 -0.25 0.08 -0.04 0.269
H 0.036 -1.781 -0.333 -0.13 0.18 -0.02 0.330
H -0.969 -3.225 -0.464 -0.06 -0.19 -0.12 0.438
H 0.697 -4.400 1.074 0.01 -0.17 -0.09 0.406
H 1.508 -2.821 1.201 0.37 -0.32 0.05 0.295
H -0.350 -3.540 2.945 -0.25 -0.01 0.14 0.428
H -1.412 -2.860 1.695 -0.25 0.00 0.23 -0.167
H 0.945 -1.545 3.115 0.15 -0.02 0.08 0.495
H 0.234 -0.853 1.694 -0.09 0.09 -0.14 0.437
H -1.021 -3.202 4.784 0.12 0.00 0.36 0.373
H -2.370 -3.802 3.836 0.01 -0.13 -0.01 0.272
H -2.640 -3.389 5.516 -0.01 0.09 0.26 0.383
H -3.119 -2.064 2.088 -0.22 0.01 -0.08 0.313
H -3.010 1.649 1.464 0.03 0.08 0.25 0.199
H -1.336 3.420 2.841 -0.13 0.13 0.08 0.401
H 0.504 5.035 2.690 0.16 0.15 -0.05 0.470
H 3.298 2.038 2.332 0.13 0.08 0.02 0.388
H 1.589 0.305 2.505 0.25 -0.01 0.06 0.427
C -0.003 -6.714 -5.560 -0.15 -0.27 -0.07 -1.040
C -0.675 -5.511 -6.184 0.36 0.10 0.49 -0.296
O -1.406 -5.840 -7.390 -0.05 -0.01 -0.12 -0.284
S -2.829 -6.521 -7.226 0.22 0.16 -0.25 1.281
C -3.378 -6.289 -8.881 -0.01 0.04 -0.06 -0.937
O -3.621 -5.725 -6.339 -0.08 -0.07 0.14 -0.648
O -2.662 -7.919 -6.980 -0.12 -0.08 0.11 -0.617
H -0.736 -7.416 -5.163 -0.01 0.02 0.01 0.281
H 0.639 -6.394 -4.742 -0.01 0.09 -0.01 0.380
H 0.596 -7.250 -6.297 0.03 0.06 -0.02 0.308
H -1.339 -5.014 -5.478 -0.10 -0.05 -0.06 0.333
H 0.075 -4.786 -6.493 -0.09 0.01 -0.20 0.250
H -3.462 -5.224 -9.076 0.01 0.01 0.01 0.310
H -4.350 -6.769 -8.966 0.00 -0.02 0.05 0.370
H -2.665 -6.757 -9.554 0.01 -0.02 0.01 0.315
C 5.132 8.300 1.132 -0.17 0.01 -0.16 -0.989
C 4.282 8.382 2.383 0.48 -0.27 0.04 -0.303
O 3.071 9.143 2.178 -0.09 0.09 0.00 -0.304
S 1.876 8.422 1.421 0.07 0.32 0.17 1.162
C 0.616 9.578 1.837 -0.02 0.05 0.06 -0.976
O 1.620 7.171 2.066 -0.08 -0.16 -0.08 -0.546
O 2.109 8.469 0.012 -0.06 -0.13 -0.08 -0.611
H 4.647 7.703 0.362 0.00 -0.02 0.02 0.292
H 6.093 7.841 1.366 0.00 0.02 0.06 0.386
H 5.305 9.294 0.719 0.05 0.02 0.05 0.270
H 4.031 7.391 2.763 -0.14 0.02 -0.04 0.308
H 4.817 8.910 3.170 -0.15 0.13 0.02 0.268
H 0.475 9.570 2.914 0.01 -0.01 0.01 0.317
H -0.291 9.258 1.331 0.02 -0.04 -0.03 0.364
H 0.917 10.562 1.488 0.02 -0.01 -0.02 0.345
```
Forces are in eV/Å.

## Properties
**F_max**: 0.0323 Eh/bohr
**HOMO-LUMO gap**: 9.22 eV
**Structure (SMILES)**: CC(=O)OCCCC[C@@]1(P(C)O)OC(=O)O[C@@]1(S)c1ccncc1.CCOS(C)(=O)=O.CCOS(C)(=O)=O
**E_HOMO**: -9.1 eV

=====

DFT (ωB97M-V with the def2-TZVPD basis set) results for C21H36O5 in the gas phase.

The geometry in XYZ format:
```
62
Properties=species:S:1:pos:R:3:forces:R:3:mulliken_charge:R:1
C -6.718 -2.413 -1.973 -0.02 0.06 0.26 -1.291
C -6.028 -2.049 -0.663 0.17 -0.08 -0.31 -0.285
C -4.509 -2.030 -0.807 -0.24 0.07 0.45 -0.575
C -3.810 -1.676 0.503 0.23 -0.01 -0.38 -0.890
C -2.291 -1.659 0.352 -0.22 0.11 0.56 -0.734
C -1.607 -1.178 1.635 0.15 -0.42 -0.27 -0.068
O -1.974 0.154 1.936 -0.13 0.33 0.01 -0.525
C -0.101 -1.274 1.597 -0.35 0.05 0.08 -0.878
C 0.650 -1.477 0.528 0.20 -0.09 0.26 -0.447
C 2.144 -1.507 0.537 -0.11 -0.06 -0.14 0.353
C 2.744 -0.472 -0.445 0.57 -0.05 0.03 0.514
C 3.347 0.756 0.243 -0.19 -0.03 -0.23 -1.037
C 2.306 1.584 0.928 0.14 -0.05 0.10 -0.051
C 1.743 2.691 0.466 0.06 0.22 0.03 -0.568
C 1.998 3.338 -0.860 -0.02 -0.22 -0.11 -1.027
C 0.887 3.032 -1.871 0.01 0.19 0.04 -0.456
C -0.445 3.693 -1.507 0.13 -0.22 -0.02 -0.555
C -1.132 2.994 -0.360 -0.10 0.20 -0.20 0.522
O -1.324 1.803 -0.295 -0.05 -0.12 0.01 -0.573
O -1.542 3.864 0.560 0.10 0.33 -0.07 -0.384
C -2.245 3.355 1.689 -0.16 -0.30 0.22 -0.720
C 3.792 -1.252 -1.277 -0.62 0.06 -0.39 -0.722
O 5.063 -1.275 -0.686 0.40 -0.12 0.38 -0.636
C 3.184 -2.655 -1.354 0.25 0.13 0.36 -0.853
C 2.676 -2.888 0.069 -0.59 -0.01 -0.32 -0.392
O 3.776 -3.318 0.855 0.45 -0.14 0.16 -0.588
H -7.798 -2.420 -1.849 -0.12 -0.03 -0.09 0.391
H -6.404 -3.399 -2.307 0.00 -0.10 -0.09 0.320
H -6.466 -1.693 -2.749 0.00 0.05 -0.12 0.317
H -6.309 -2.772 0.107 -0.02 0.04 0.09 0.304
H -6.371 -1.066 -0.333 -0.02 0.01 0.10 0.324
H -4.167 -3.012 -1.144 0.04 -0.04 -0.10 0.310
H -4.229 -1.303 -1.573 0.05 0.00 -0.09 0.311
H -4.141 -0.692 0.840 -0.04 -0.01 0.06 0.305
H -4.090 -2.400 1.272 -0.05 0.00 0.08 0.327
H -1.932 -2.660 0.105 0.04 -0.03 -0.09 0.513
H -2.021 -0.978 -0.459 0.09 -0.02 -0.11 0.245
H -1.972 -1.771 2.485 0.04 0.00 -0.15 0.605
H -1.752 0.685 1.151 0.02 0.06 0.12 0.390
H 0.367 -1.076 2.553 0.18 0.04 0.10 0.399
H 0.203 -1.656 -0.439 -0.22 -0.01 -0.20 0.351
H 2.505 -1.316 1.553 -0.02 -0.04 0.02 0.452
H 1.957 -0.137 -1.126 -0.03 -0.01 -0.03 0.049
H 3.875 1.338 -0.513 0.10 0.03 0.05 0.347
H 4.088 0.424 0.974 0.03 0.01 -0.08 0.323
H 1.996 1.217 1.897 -0.14 0.02 0.14 0.337
H 1.013 3.196 1.085 -0.11 -0.03 0.19 0.572
H 2.067 4.422 -0.727 0.07 0.02 -0.05 0.474
H 2.944 2.989 -1.275 0.04 0.09 0.00 0.275
H 1.196 3.390 -2.855 -0.04 -0.04 -0.02 0.388
H 0.737 1.952 -1.931 0.01 -0.02 -0.09 0.161
H -1.122 3.629 -2.364 -0.06 0.04 0.07 0.293
H -0.307 4.743 -1.250 -0.03 -0.01 -0.07 0.281
H -2.554 4.224 2.265 0.02 -0.05 -0.04 0.266
H -1.601 2.710 2.288 -0.03 0.04 -0.03 0.305
H -3.115 2.780 1.371 0.04 0.03 0.03 0.307
H 3.932 -0.796 -2.261 -0.07 -0.02 0.06 0.578
H 5.018 -1.901 0.053 0.14 0.06 -0.02 0.488
H 2.354 -2.679 -2.058 -0.09 0.01 -0.04 0.328
H 3.924 -3.403 -1.634 -0.04 -0.07 -0.11 0.429
H 1.884 -3.649 0.103 0.11 0.10 0.03 0.408
H 3.477 -3.473 1.756 0.00 0.04 -0.01 0.392
```
Forces are in eV/Å.

## Properties
**F_max**: 0.0143 Eh/bohr
**HOMO-LUMO gap**: 9.72 eV
**Structure (SMILES)**: CCCCC[C@H](O)/C=C/[C@@H]1[C@@H](C/C=C\CCCC(=O)OC)[C@@H](O)C[C@H]1O
**ΔE to the lowest compared entry with this formula, charge and spin**: 14.9 kcal/mol
**E_HOMO**: -9.0 eV

=====

DFT (ωB97M-V with the def2-TZVPD basis set) results for 2 unconnected molecules or ions with the total composition C21H37BBr2IN3O11PS2.

The geometry in XYZ format:
```
79
Properties=species:S:1:pos:R:3:forces:R:3:mulliken_charge:R:1
C 0.400 1.274 3.773 0.29 0.23 0.15 -0.893
C -0.738 1.090 3.081 0.33 -0.53 0.02 -0.326
C -1.196 -0.205 2.447 -1.12 -0.09 1.40 -0.567
C -1.147 -0.129 0.849 -0.47 1.25 1.95 1.284
C -2.568 0.399 0.484 -0.33 0.17 0.05 -1.380
C -3.889 -0.327 0.683 -0.91 0.23 0.39 -1.270
O -4.911 0.665 0.576 0.41 -0.60 -0.32 -0.516
C -5.381 0.852 -0.760 -1.14 1.09 0.51 -0.011
C -6.915 0.670 -0.760 0.21 -0.27 0.14 -1.255
N -0.346 1.124 0.588 0.49 -2.23 -1.85 -0.219
C 0.742 1.057 -0.226 -0.71 1.08 -0.33 -0.142
N 1.362 2.186 -0.410 0.79 1.26 -0.14 0.302
Br 0.700 3.724 0.398 -0.17 0.38 -0.57 0.135
C 2.556 2.274 -1.255 0.58 -0.17 0.23 0.235
C 3.107 3.697 -1.395 -1.06 1.53 -1.44 -0.371
O 2.658 4.426 -2.233 0.88 -0.83 0.86 -0.423
O 4.177 4.151 -0.621 -0.55 -0.92 0.26 -0.309
C 4.396 3.511 0.589 0.24 -0.94 1.40 0.819
C 5.410 2.376 0.588 -0.01 0.61 -0.58 -0.839
O 3.882 3.848 1.618 -0.03 0.36 -0.92 -0.491
N 1.274 -0.044 -0.832 0.17 -0.68 0.92 0.587
C 1.063 -1.247 -0.016 -0.82 0.37 0.37 0.090
C 1.748 -2.479 -0.674 1.29 0.18 0.40 -1.222
C 2.907 -2.140 -1.639 -0.61 -0.49 -0.48 -1.245
C 2.485 -2.137 -3.130 1.29 0.61 0.14 -0.534
S 3.822 -2.956 -4.090 0.05 -0.40 -0.11 -0.265
B 1.981 -0.918 1.263 0.61 0.17 0.08 1.458
O 1.693 -1.140 2.567 -0.22 -0.56 -0.24 -0.912
O 3.253 -0.397 0.972 -0.31 -0.61 -0.23 -0.822
C -0.514 -1.377 0.199 -0.51 -0.44 -1.41 0.989
C -0.788 -2.798 0.751 -0.13 -0.10 1.18 -1.347
Br -2.636 -3.161 1.390 0.16 0.28 -0.18 -0.017
C 0.063 -3.393 1.890 -0.48 -1.65 0.32 0.304
C -0.281 -4.913 2.044 1.06 0.17 0.09 -1.535
P -1.072 -1.599 -1.653 0.46 -0.65 -0.75 -0.118
O -2.619 -2.194 -1.548 0.35 0.33 0.24 -0.240
I -1.382 0.529 -2.813 -0.07 0.20 0.23 0.007
H 1.089 2.054 3.454 -0.75 1.20 1.15 0.207
H 0.722 0.681 4.624 0.61 -1.14 -0.95 0.338
H -1.363 1.967 2.931 0.54 0.26 -1.46 0.448
H -2.234 -0.312 2.770 -0.16 -0.45 -0.45 0.682
H -0.678 -1.067 2.847 0.31 0.13 -0.02 -0.143
H -2.678 1.244 1.173 0.04 0.01 0.10 0.488
H -2.630 0.921 -0.472 0.33 -0.34 -0.24 0.303
H -4.133 -1.130 -0.008 0.44 -0.05 -0.15 0.465
H -4.021 -0.722 1.687 0.30 -0.07 0.12 0.203
H -4.889 0.216 -1.494 0.20 -0.12 0.14 0.189
H -5.207 1.901 -0.999 0.46 -0.08 -0.35 0.364
H -7.237 0.334 0.223 0.11 -0.12 0.09 0.324
H -7.249 -0.077 -1.479 -0.09 0.12 -0.16 0.314
H -7.419 1.619 -0.921 -0.08 0.01 -0.30 0.325
H -0.950 1.850 0.171 -0.03 0.51 0.32 0.276
H 2.335 1.932 -2.262 -0.21 0.34 -0.19 0.356
H 3.317 1.594 -0.874 -0.17 -0.10 0.28 -0.027
H 5.436 1.907 1.562 -0.04 0.09 0.15 0.241
H 5.206 1.624 -0.169 0.03 0.06 -0.12 0.197
H 6.372 2.837 0.360 0.14 -0.16 -0.01 0.369
H 1.220 -0.129 -1.839 -0.19 0.35 -0.05 0.484
H 2.253 -3.026 0.125 -0.22 -0.13 0.14 0.203
H 1.095 -3.201 -1.152 -0.33 0.22 -0.03 0.630
H 3.669 -2.906 -1.512 0.01 -0.11 0.05 0.799
H 3.389 -1.197 -1.403 -0.01 0.04 0.15 0.111
H 2.495 -1.104 -3.472 -0.54 -0.01 -0.25 0.295
H 1.535 -2.622 -3.320 -0.09 0.02 -0.04 0.232
H 4.202 -2.040 -4.998 -0.39 0.15 0.22 0.151
H 2.421 -0.890 3.140 -0.07 0.25 0.27 0.185
H 3.879 -0.863 1.535 0.32 0.41 0.09 0.172
H -0.701 -3.520 -0.059 -0.04 0.18 -0.26 0.956
H -0.139 -2.988 2.874 0.04 0.60 -0.17 0.309
H 1.138 -3.399 1.750 -0.04 0.62 -0.38 -0.138
H 0.648 -5.449 2.259 0.04 -0.02 -0.01 0.440
H -0.668 -5.352 1.128 -0.31 -0.02 0.05 0.356
H -0.914 -5.098 2.902 -0.46 -0.06 -0.21 0.361
H -2.778 -2.582 -2.415 -0.25 -0.12 -0.05 0.398
O -1.618 3.133 -1.862 0.29 -0.74 0.30 -0.603
S -1.977 4.554 -2.290 0.00 1.48 0.26 1.053
O -1.059 4.970 -3.373 -0.02 -0.46 0.19 -0.748
O -1.793 5.440 -1.094 0.09 -0.68 -0.21 -0.762
O -3.380 4.589 -2.745 0.18 -0.42 0.17 -0.747
```
Forces are in eV/Å.

## Properties
**F_max**: 0.0572 Eh/bohr
**HOMO-LUMO gap**: 3.80 eV
**ΔE to the lowest compared entry with this formula, charge and spin**: 0.0 kcal/mol
**Net charge**: -1
**E_HOMO**: -2.9 eV

=====

Which of these has the highest F_max? C21H36N5O4V